C4H14N3 | the ωB97M-V functional and the def2-TZVPD basis

## Properties
Net charge: +1
ΔE to the lowest compared entry with this formula, charge and spin: 35.1 kcal per mole
Kohn-Sham gap: 9.22 eV
HOMO: -12.4 eV

```
21
Properties=species:S:1:pos:R:3:forces:R:3
C -1.0142 -2.4429 0.8299 0.130 0.119 0.242
C -1.0301 -1.8891 -0.3869 -0.122 -0.052 -0.637
N -0.1734 -2.1743 -1.4224 0.106 0.218 0.344
H -0.2917 -3.2068 1.0833 0.059 0.022 0.122
H -1.8177 -2.2436 1.5236 -0.075 -0.101 -0.006
H -1.8394 -1.2178 -0.6661 0.053 0.037 0.025
H 0.6695 -2.6784 -1.1953 -0.037 -0.096 -0.100
H -0.0645 -1.4936 -2.1546 -0.113 -0.104 -0.077
N -0.2691 0.5694 1.5629 0.319 -0.470 0.349
C -0.1985 1.5236 0.4132 -0.244 0.081 0.026
C 1.1095 1.3623 -0.3364 0.054 -0.165 0.005
N 1.2030 2.4331 -1.3029 0.075 -0.027 -0.287
H -0.3067 -0.4419 1.2638 -0.115 0.219 -0.116
H 0.5593 0.6763 2.1507 0.015 0.007 0.038
H -1.0758 0.7155 2.1699 -0.093 0.136 -0.120
H -1.0695 1.3366 -0.2112 0.003 -0.053 -0.082
H -0.2811 2.5330 0.8046 0.037 0.059 0.063
H 1.9331 1.4772 0.3676 0.093 0.088 0.129
H 1.1985 0.3361 -0.7263 -0.107 0.080 -0.103
H 2.1470 2.5317 -1.6531 0.018 0.064 0.085
H 0.6115 2.2936 -2.1143 -0.057 -0.062 0.100
```
Forces are in eV/Å.